{
  "formula": "C11H16Si",
  "method": "ωB97M-V with the def2-TZVPD basis set",
  "e_homo_ev": -8.60,
  "e_above_lowest_ev": 0.880,
  "smiles": "C=C(c1ccccc1)[Si](C)(C)C",
  "total_charge": 0,
  "gap_ha": 0.340,
  "elements": ["C", "C", "C", "C", "C", "C", "C", "C", "Si", "C", "C", "C", "H", "H", "H", "H", "H", "H", "H", "H", "H", "H", "H", "H", "H", "H", "H", "H"],
  "positions_angstrom": [[-1.937974, 0.234628, -1.252766], [-0.753906, 0.307116, -0.601029], [0.551483, -0.101144, -1.204202], [0.599503, -0.761599, -2.439377], [1.758522, -1.207164, -3.086207], [2.928462, -0.985901, -2.373175], [2.894479, -0.351245, -1.131430], [1.765358, 0.031464, -0.509084], [-1.027699, 0.435426, 1.212325], [-2.824728, 0.004388, 1.689336], [-0.575361, 2.119388, 1.885796], [0.165126, -0.736951, 2.144589], [-1.881735, -0.062301, -2.267065], [-2.852820, 0.521720, -0.710116], [-0.303079, -0.853272, -2.992171], [1.791204, -1.722999, -3.999247], [3.882615, -1.287474, -2.743099], [3.740209, -0.198875, -0.492480], [1.667106, 0.299018, 0.549584], [-2.799676, -0.239192, 2.762419], [-3.073335, -0.927851, 1.185323], [-3.503500, 0.769867, 1.356508], [-0.929224, 2.962543, 1.250163], [-0.859404, 2.301006, 2.924481], [0.468019, 2.203529, 1.752779], [0.491749, -1.617968, 1.636913], [0.918537, -0.035376, 2.400643], [-0.299932, -1.100782, 3.050590]],
  "forces_ev_per_angstrom": [[1.32, 0.68, 1.24], [-0.79, -0.72, -0.48], [-0.07, -0.61, -0.43], [0.04, 0.50, -0.70], [0.29, 1.07, 2.77], [0.06, 0.43, 0.21], [1.35, -0.47, 0.33], [-3.05, 0.20, 0.30], [-0.17, -0.31, 1.57], [1.46, -0.70, -0.23], [-1.22, 0.76, -0.76], [-1.80, 0.34, -0.21], [-0.87, -0.03, -1.01], [0.34, -0.42, -0.89], [-0.75, -0.27, -0.28], [-0.31, -0.48, -1.10], [0.47, -0.22, -0.34], [1.03, -0.26, -0.37], [0.76, 0.35, -0.66], [-0.42, 0.58, -0.23], [-0.16, -0.09, -0.10], [-0.51, 0.30, 0.42], [-0.28, -0.56, 0.46], [0.11, -0.05, -0.08], [1.55, 0.07, 0.29], [0.56, -0.30, -0.59], [1.26, 0.07, 0.46], [-0.20, 0.13, 0.44]],
  "nbo_charge": [-0.346, -0.463, -0.069, -0.179, -0.208, -0.199, -0.223, -0.183, 1.627, -1.097, -1.122, -1.095, 0.189, 0.208, 0.193, 0.217, 0.210, 0.211, 0.213, 0.241, 0.235, 0.232, 0.241, 0.240, 0.228, 0.242, 0.223, 0.235]
}

{
  "formula": "C11H20N2O5STc",
  "method": "ωB97M-V with the def2-TZVPD basis set",
  "e_homo_ev": [-16.10, -16.31],
  "spin_multiplicity": 4,
  "total_charge": 2,
  "gap_ha": [0.310, 0.267],
  "elements": ["Tc", "O", "C", "O", "C", "N", "C", "C", "C", "H", "H", "H", "H", "H", "H", "H", "H", "H", "C", "C", "O", "C", "C", "H", "H", "H", "H", "H", "H", "H", "H", "H", "H", "O", "C", "O", "H", "S", "C", "N"],
  "positions_angstrom": [[-0.660604, -0.609059, -0.666566], [0.434684, -1.828762, 0.605935], [0.490907, -0.930334, 1.495689], [-0.165348, 0.149446, 1.288695], [1.353797, -1.101147, 2.708766], [0.926073, -0.091787, 3.763288], [2.192220, 0.587265, 4.274450], [3.037349, 0.643160, 3.017339], [2.839494, -0.752437, 2.408563], [1.235048, -2.111858, 3.087961], [0.377276, -0.513967, 4.510202], [0.332021, 0.606282, 3.309476], [2.623102, -0.071748, 5.023549], [1.928904, 1.536908, 4.728320], [4.079917, 0.857708, 3.241377], [2.668508, 1.423825, 2.348351], [3.474368, -1.481750, 2.907032], [3.054517, -0.801668, 1.342185], [0.351175, 2.342776, -2.169324], [-0.782889, 1.594392, -2.815367], [-1.565399, 0.868699, -1.777848], [-3.046707, 0.985261, -1.967357], [-3.527964, 0.128375, -3.108268], [0.806745, 2.983263, -2.926648], [1.133476, 1.683045, -1.788404], [-0.016027, 2.985907, -1.368115], [-0.469242, 0.872413, -3.562839], [-1.482135, 2.282607, -3.277023], [-3.221116, 2.044564, -2.122706], [-3.493187, 0.707196, -1.025838], [-3.283783, 0.560791, -4.078849], [-4.614821, 0.037374, -3.044623], [-3.103333, -0.877318, -3.053546], [1.273002, -0.604788, -1.646950], [0.800483, -1.443037, -2.471005], [-0.459360, -1.711846, -2.352364], [1.402792, -1.925740, -3.238208], [-2.609983, -1.644392, 0.043865], [-2.274484, -3.168240, -0.601622], [-2.039475, -4.211382, -1.041575]],
  "forces_ev_per_angstrom": [[-0.20, -0.55, -0.32], [0.04, 0.34, 0.33], [-0.25, 0.01, -0.39], [0.15, -0.28, -0.24], [0.05, 0.24, 0.14], [0.26, -0.07, -0.06], [-0.06, -0.15, -0.13], [-0.08, -0.08, -0.06], [-0.03, 0.06, 0.08], [-0.03, -0.04, 0.07], [-0.01, -0.08, 0.08], [-0.09, 0.08, -0.06], [0.01, -0.03, 0.07], [-0.03, 0.06, -0.02], [-0.01, -0.03, -0.01], [0.03, 0.01, 0.00], [0.01, -0.03, 0.00], [-0.02, 0.02, 0.02], [0.12, 0.06, 0.04], [-0.04, 0.11, 0.28], [-0.01, -0.08, 0.15], [0.17, -0.03, -0.26], [0.06, -0.06, -0.05], [0.03, -0.02, 0.03], [-0.10, 0.11, -0.04], [-0.01, 0.00, -0.05], [0.04, -0.14, -0.04], [-0.12, 0.03, -0.04], [-0.03, 0.13, -0.02], [0.05, -0.11, 0.28], [0.01, -0.04, 0.04], [0.07, 0.04, -0.03], [-0.07, 0.04, 0.03], [-0.39, -0.33, -0.40], [-0.37, 0.32, 0.45], [0.61, 0.27, 0.21], [0.02, -0.03, -0.07], [0.18, 0.24, -0.09], [0.13, -0.45, -0.13], [-0.09, 0.46, 0.20]],
  "nbo_charge": [1.468, -0.560, 0.785, -0.661, -0.158, -0.502, -0.213, -0.431, -0.402, 0.281, 0.455, 0.454, 0.237, 0.256, 0.278, 0.226, 0.255, 0.259, -0.663, -0.064, -0.556, -0.045, -0.663, 0.267, 0.224, 0.232, 0.206, 0.223, 0.217, 0.207, 0.236, 0.264, 0.230, -0.633, 0.668, -0.576, 0.205, 0.187, -0.024, -0.171]
}

Number 1: M 176.3 g mol⁻¹. Number 2: M 390.4 g mol⁻¹.